(1)
{
  "formula": "C22H33F13N2O11S",
  "method": "wB97M-V/def2-TZVPD",
  "lumo_energy_ev": 0.286,
  "largest_force_ev_per_a": 0.85,
  "smiles": "CCN(CCNS(=O)(=O)F)C(C)=O.CCOC(=O)C(F)(F)F.CCOC(=O)C(F)(F)F.CCOC(=O)C(F)(F)F.CCOC(=O)C(F)(F)F",
  "homo_energy_ha": -0.3497,
  "multiplicity": 1,
  "elements": ["C", "C", "N", "C", "C", "N", "S", "O", "O", "F", "C", "C", "O", "H", "H", "H", "H", "H", "H", "H", "H", "H", "H", "H", "H", "H", "C", "C", "O", "C", "O", "C", "F", "F", "F", "H", "H", "H", "H", "H", "C", "C", "O", "C", "O", "C", "F", "F", "F", "H", "H", "H", "H", "H", "C", "C", "O", "C", "O", "C", "F", "F", "F", "H", "H", "H", "H", "H", "C", "C", "O", "C", "O", "C", "F", "F", "F", "H", "H", "H", "H", "H"],
  "coordinates": [[-2.26660, 2.54124, -0.57370], [-2.34512, 1.20677, 0.15755], [-1.77747, 1.18233, 1.52821], [-0.44469, 0.59082, 1.61214], [0.63650, 1.10997, 0.66564], [1.43837, 2.23685, 1.24668], [2.70017, 2.52387, 0.25325], [3.65938, 1.47072, 0.26592], [2.16948, 2.98172, -0.98412], [3.33394, 3.73944, 0.98346], [-1.94904, 2.33610, 2.29198], [-3.37951, 2.70867, 2.57476], [-1.02105, 2.94843, 2.75407], [-2.68564, 2.40038, -1.57383], [-2.85179, 3.32273, -0.09189], [-1.23775, 2.87695, -0.71464], [-1.80305, 0.45092, -0.41018], [-3.38132, 0.86033, 0.19637], [-0.52719, -0.48757, 1.46400], [-0.09651, 0.72742, 2.63811], [1.34049, 0.28719, 0.49244], [0.25954, 1.41777, -0.30538], [1.80360, 1.91765, 2.14262], [-3.86317, 1.88173, 3.09520], [-3.40819, 3.61509, 3.17283], [-3.93871, 2.86745, 1.65188], [5.75914, -2.08220, 1.00497], [5.11299, -2.97555, -0.03063], [4.27508, -3.98560, 0.58580], [3.07012, -3.58832, 0.95729], [2.59861, -2.49649, 0.83647], [2.29099, -4.76882, 1.57239], [3.04794, -5.47425, 2.41528], [1.87232, -5.58589, 0.59193], [1.22277, -4.32740, 2.22968], [6.32372, -2.67029, 1.72887], [6.43533, -1.38110, 0.51762], [5.00580, -1.51039, 1.54497], [5.85675, -3.53619, -0.59156], [4.51912, -2.39682, -0.73648], [-0.57653, -6.58020, -0.73161], [-1.26484, -7.38600, -1.81012], [-2.12542, -8.39768, -1.24209], [-3.32408, -7.99042, -0.85725], [-3.77426, -6.88585, -0.92885], [-4.12896, -9.19183, -0.31409], [-3.38667, -9.94669, 0.50253], [-4.53915, -9.95694, -1.33619], [-5.19783, -8.77059, 0.35347], [-0.03254, -7.23751, -0.05504], [0.12274, -5.87973, -1.18287], [-1.30184, -6.01594, -0.14566], [-0.54246, -7.93792, -2.40727], [-1.84487, -6.75220, -2.47976], [1.23624, 1.40853, -4.33546], [0.38116, 0.57446, -5.26050], [-0.26032, -0.50087, -4.53306], [-1.34965, -0.18846, -3.85602], [-1.87712, 0.88170, -3.76912], [-1.91400, -1.45514, -3.17387], [-0.94354, -2.16422, -2.58565], [-2.51294, -2.23281, -4.08313], [-2.80896, -1.12029, -2.24695], [1.95312, 0.77967, -3.80699], [1.78424, 2.16611, -4.89390], [0.62223, 1.91328, -3.59025], [0.98088, 0.07676, -6.01871], [-0.37367, 1.17516, -5.76610], [0.42171, 5.59244, 1.61513], [-0.01791, 6.93379, 1.07517], [-0.66381, 7.72559, 2.09916], [0.13698, 8.38385, 2.91853], [1.33188, 8.40867, 2.90867], [-0.70934, 9.20017, 3.92046], [-1.71874, 8.47479, 4.41386], [-1.22766, 10.27303, 3.30343], [0.04318, 9.61993, 4.93258], [-0.41303, 5.06185, 2.06604], [0.82883, 4.98102, 0.80938], [1.19110, 5.71171, 2.37828], [-0.77257, 6.81500, 0.30036], [0.81308, 7.49813, 0.65349]],
  "forces_ev_per_angstrom": [[-0.015, -0.213, -0.425], [-0.421, -0.234, 0.378], [0.624, 0.218, -0.468], [0.122, 0.296, 0.198], [0.567, -0.367, 0.119], [-0.115, -0.262, -0.051], [-0.359, -0.416, -0.583], [0.225, 0.294, 0.151], [0.189, 0.176, 0.062], [0.007, -0.047, 0.125], [-0.611, -0.269, -0.280], [-0.166, 0.064, -0.238], [0.483, 0.109, 0.689], [0.008, 0.011, 0.041], [0.143, 0.047, 0.068], [-0.038, 0.113, 0.187], [-0.049, -0.029, 0.020], [0.005, 0.059, -0.025], [-0.155, 0.056, -0.182], [-0.022, -0.057, -0.023], [-0.210, -0.129, -0.093], [-0.117, 0.090, 0.071], [-0.058, 0.288, 0.103], [0.012, 0.047, 0.078], [-0.004, -0.034, 0.014], [-0.019, -0.007, 0.048], [-0.153, -0.085, 0.182], [0.242, 0.213, -0.159], [-0.106, 0.000, 0.000], [0.258, 0.055, -0.028], [-0.141, 0.069, 0.000], [-0.056, 0.000, 0.045], [-0.050, 0.000, -0.045], [0.123, 0.025, 0.111], [0.036, -0.032, -0.031], [0.050, -0.026, -0.066], [-0.002, -0.004, -0.028], [0.002, 0.059, -0.055], [-0.039, -0.118, 0.074], [-0.119, -0.022, 0.067], [-0.250, -0.123, 0.101], [0.256, 0.218, -0.180], [-0.078, -0.042, -0.004], [0.082, 0.015, -0.047], [-0.026, -0.015, 0.023], [-0.011, 0.031, 0.043], [-0.058, 0.008, -0.021], [0.007, 0.002, 0.042], [0.035, -0.045, -0.035], [0.070, -0.002, -0.047], [0.014, -0.002, -0.036], [0.006, 0.044, -0.045], [-0.043, -0.110, 0.055], [-0.108, -0.015, 0.076], [-0.068, -0.063, 0.255], [0.212, 0.252, -0.183], [-0.102, -0.059, -0.043], [0.097, 0.020, -0.062], [-0.007, -0.013, 0.041], [-0.009, 0.020, 0.043], [-0.055, 0.006, 0.003], [0.020, -0.002, 0.037], [0.020, -0.042, -0.047], [0.049, 0.010, -0.055], [-0.015, -0.018, -0.055], [0.008, 0.054, -0.033], [-0.018, -0.114, 0.065], [-0.114, -0.043, 0.111], [0.008, 0.138, 0.156], [0.139, -0.243, -0.315], [-0.023, 0.101, 0.038], [-0.022, -0.066, -0.091], [-0.001, 0.025, 0.036], [0.032, -0.028, 0.043], [0.029, 0.056, 0.008], [-0.002, -0.023, 0.033], [-0.051, 0.005, -0.039], [-0.022, -0.049, -0.063], [-0.054, 0.036, -0.006], [0.053, 0.019, -0.058], [-0.088, 0.050, 0.082], [0.019, 0.067, 0.126]],
  "mulliken_charge": [-0.9047, -0.7737, 0.3537, -1.1703, -0.4519, -0.0508, 1.0875, -0.5175, -0.5689, -0.2044, 0.6548, -1.3105, -0.5699, 0.4155, 0.3795, 0.1229, 0.2979, 0.3338, 0.4297, 0.5256, 0.4696, 0.1129, 0.3162, 0.3428, 0.3492, 0.3268, -1.0785, -0.1994, -0.3236, 0.3291, -0.5012, 0.9154, -0.2497, -0.2572, -0.2319, 0.3258, 0.3771, 0.2708, 0.3227, 0.2872, -0.9912, -0.3326, -0.3117, 0.3402, -0.5167, 0.9099, -0.2457, -0.2536, -0.2353, 0.3307, 0.3444, 0.3050, 0.3290, 0.3346, -1.0092, -0.2749, -0.3235, 0.4142, -0.5212, 0.9148, -0.2621, -0.2727, -0.2296, 0.2736, 0.4266, 0.2540, 0.3199, 0.3210, -0.5523, -0.5237, -0.3194, 0.3336, -0.5242, 0.9230, -0.2428, -0.2568, -0.2402, 0.2983, 0.0049, 0.3722, 0.3326, 0.3746]
}

(2)
{
  "formula": "C4H14N4",
  "method": "wB97M-V/def2-TZVPD",
  "lumo_energy_ev": 0.945,
  "largest_force_ev_per_a": 5.06,
  "smiles": "CN(C)CCN(N)N",
  "homo_energy_ha": -0.2745,
  "multiplicity": 1,
  "relative_energy_kcal_mol": 78.27,
  "elements": ["C", "C", "C", "C", "N", "N", "N", "N", "H", "H", "H", "H", "H", "H", "H", "H", "H", "H", "H", "H", "H", "H"],
  "coordinates": [[0.16943, -0.71993, -0.20907], [-0.52975, 0.58804, 0.12288], [2.09525, 0.48284, -1.34358], [2.18889, 0.11199, 1.07260], [-2.10754, 0.28275, 0.32590], [1.58156, -0.24894, -0.19873], [-2.32247, -0.51319, 1.47090], [-2.89796, -0.19452, -0.74267], [-2.43854, -1.49389, 1.21510], [-3.22241, -0.25418, 1.88227], [-2.48990, -1.00512, -1.20425], [-2.99538, 0.52726, -1.45859], [-0.08730, -1.07690, -1.20966], [0.01856, -1.46159, 0.57836], [-0.27634, 1.01033, 1.09834], [-0.47959, 1.33059, -0.67739], [1.89658, 1.55545, -1.25433], [1.65094, 0.12396, -2.27661], [3.17861, 0.34065, -1.42378], [2.07444, 1.18191, 1.27578], [3.25800, -0.12354, 1.05821], [1.73494, -0.44397, 1.89831]],
  "forces_ev_per_angstrom": [[1.754, 2.775, 0.484], [-4.645, -2.000, 0.185], [-0.318, -0.326, 0.485], [-0.379, -0.146, -0.523], [1.182, 1.348, 0.287], [0.923, -1.860, -0.444], [-0.004, 0.024, 0.201], [0.381, 0.287, -0.578], [0.198, -0.023, -0.082], [0.346, 0.129, -0.228], [0.210, -0.185, -0.058], [0.012, -0.093, 0.399], [0.054, -0.157, 0.221], [0.009, -0.035, -0.242], [0.208, -0.186, -0.334], [0.107, -0.154, 0.147], [0.057, 0.295, -0.165], [-0.037, -0.017, 0.162], [-0.080, 0.053, 0.046], [0.083, 0.187, 0.222], [-0.051, 0.057, -0.011], [-0.011, 0.031, -0.172]],
  "mulliken_charge": [-0.7122, -0.1405, -0.9702, -1.0188, 0.0237, 0.0350, -0.5848, -0.6044, 0.2083, 0.2627, 0.2283, 0.2594, 0.3024, 0.2715, 0.2731, 0.2523, 0.3486, 0.2708, 0.3233, 0.3621, 0.3151, 0.2944]
}

| no. | frontier orbital gap (eV) |
| --- | --- |
| 1 | 9.80 |
| 2 | 8.42 |